# 1
Below is a 2-piece molecular cluster, BH4NS overall, with properties calculated with the ωB97M-V functional and the def2-TZVPD basis.

```
7
BH4NS, DFT the ωB97M-V functional and the def2-TZVPD basis
B -0.0092 -0.1410 -0.2006
N -0.4801 0.1639 1.0837
S 1.3831 0.5791 -0.9261
H -0.6712 -1.3741 -0.9985
H -1.3582 -0.0541 1.4682
H 0.1424 0.3906 1.7981
H 0.9933 0.4356 -2.2248
```

Properties
LUMO energy: 0.020 Eh
orbital gap: 10.194 eV
HOMO: -9.647 eV

Quick look at the Mulliken charges, all values in e: B 0.06; N -0.24; S -0.29; H -0.09; H 0.20; H 0.21; H 0.14

=====

# 2
Below is C16H42ClIP3Rh as an isolated structure, with properties calculated with the ωB97M-V functional and the def2-TZVPD basis.

```
64
C16H42ClIP3Rh, DFT the ωB97M-V functional and the def2-TZVPD basis
C 2.8543 0.4966 -0.7440
I -1.8129 1.3337 -2.2459
H 3.5380 0.9153 -1.4855
H 3.0328 -0.5765 -0.6414
H 3.0417 0.9600 0.2268
Rh 0.8616 0.8823 -1.4137
P 0.9257 -0.9505 -2.9057
C 0.1967 -2.4814 -2.2263
C 0.0174 -0.6803 -4.4621
H 0.3452 -1.4096 -5.2103
H 2.5123 -2.2042 -4.2588
H 0.2099 0.3370 -4.8082
H 3.0939 -0.5569 -3.8790
H -0.8430 -2.2698 -1.9596
H -1.0519 -0.7867 -4.2661
C 2.5914 -1.4413 -3.4780
H 0.2327 -3.2917 -2.9612
H 3.1816 -1.8346 -2.6472
H 0.7376 -2.7835 -1.3252
P 0.7398 2.9376 -0.2487
C -0.0574 2.8103 1.3899
C 2.3375 3.7648 0.0801
H 0.0138 4.1844 -2.1755
H 0.0308 5.2079 -0.6980
H -1.2839 4.0143 -0.9773
C -0.2203 4.2250 -1.1101
H 2.9029 3.8161 -0.8544
H 2.1651 4.7766 0.4604
H -0.1072 3.7890 1.8772
H 0.5024 2.1167 2.0233
H 2.9184 3.1997 0.8131
H -1.0680 2.4175 1.2435
Cl 1.8579 2.1493 -3.2126
C -2.9908 0.8495 1.6348
C -1.6806 0.2350 2.1820
C -2.1235 -0.5356 3.4792
P -0.4745 -0.2891 0.6960
C 1.0783 -0.6680 1.7080
C 0.9752 -0.8477 3.2246
C 1.7321 -1.9702 1.2169
C -1.5584 -1.8219 0.3024
C -2.0875 -2.7012 1.4390
C -2.7587 -1.6232 -0.6761
H -3.7515 0.0739 1.4565
H -2.8537 1.4332 0.7044
H -3.4434 1.5239 2.3941
H -1.1341 1.0239 2.6934
H -2.9427 -1.2525 3.3913
H -1.3544 -0.9921 4.1024
H -2.5822 0.2092 4.1686
H 1.7288 0.2042 1.6107
H 0.4320 -1.7794 3.4743
H 1.9933 -0.9753 3.6532
H 0.5698 0.0533 3.7216
H 1.8975 -1.9962 0.1505
H 2.7140 -2.1349 1.7125
H 1.0797 -2.8409 1.4411
H -0.8263 -2.5354 -0.0301
H -3.0818 -2.3609 1.7632
H -2.3195 -3.7179 1.0466
H -1.3467 -2.8347 2.2520
H -2.5094 -1.1749 -1.6381
H -3.2066 -2.6103 -0.9226
H -3.5714 -1.0108 -0.2718
```

Properties
LUMO energy (alpha / beta): -0.241 / -0.399 Eh
orbital gap (alpha / beta): 7.347 / 4.531 eV
total charge: +2
HOMO (alpha / beta): -13.896 / -15.379 eV
2S+1: 5

Quick look at the Mulliken charges, all values in e: C -1.15; I 0.39; H 0.45; H 0.34; H 0.39; Rh -0.95; P 1.13; C -1.09; C -1.22; H 0.47; H 0.50; H 0.37; H 0.39; H 0.03; H 0.40; C -1.35; H 0.66; H 0.35; H 0.22; P 1.15; C -1.00; C -1.40; H 0.39; H 0.47; H 0.42; C -1.32; H 0.39; H 0.50; H 0.64; H 0.21; H 0.36; H -0.04; Cl -0.25; C -1.79; C 0.45; C -1.79; P 1.71; C 1.55; C -1.75; C -1.41; C 0.51; C -1.89; C -1.20; H 0.41; H 0.26; H 0.46; H 0.47; H 0.43; H 0.30; H 0.40; H -0.34; H 0.28; H 0.52; H 0.40; H -0.05; H 0.47; H 0.33; H 0.53; H 0.36; H 0.49; H 0.26; H 0.12; H 0.50; H 0.14

=====

Values of energy above the lowest of the compared OMol25 structures with the same formula, charge and spin, in order: 129.0; 0.0, all in kJ/mol.